Record 1
C3H9NO | wB97M-V/def2-TZVPD

```
14
C3H9NO, DFT wB97M-V/def2-TZVPD
C -0.85725 -0.69512 -1.26899
C -0.75093 -0.25193 0.00942
C 0.06703 -0.85169 1.11049
N -1.44948 0.96046 0.54806
H -1.46083 -0.30477 -2.07614
H -0.32650 -1.48676 -1.69267
H 0.54444 -1.74512 0.69739
H -0.46511 -1.07816 2.07416
H 0.98571 -0.24962 1.28287
H -1.64858 0.75026 1.59328
H -2.26842 1.36095 0.04399
O 2.76223 1.29223 -0.52599
H 1.92011 1.00992 -0.40987
H 2.94756 1.28934 -1.38600
```

Calculated values
HOMO level = -0.3177 Ha
Total charge = 0
LUMO level = 0.9146 eV
SMILES = C=C(C)N.O
HOMO-LUMO gap = 0.3513 Eh

Record 2
C4H5ClN2 | wB97M-V/def2-TZVPD

```
12
C4H5ClN2, DFT wB97M-V/def2-TZVPD
N 2.60871 -0.41710 -1.31878
C 1.83674 -0.25860 -0.47246
C 0.80078 -0.08467 0.55166
N 0.10024 1.20898 0.46384
C -1.02766 0.62846 -0.31776
C -0.46258 -0.76249 -0.00203
Cl -0.44440 -1.86092 -1.33028
H 1.02530 -0.45712 1.54066
H -0.24626 1.48498 1.38526
H -1.05192 0.91577 -1.36568
H -1.99575 0.83289 0.11262
H -1.14320 -1.23020 0.75298
```

Calculated values
HOMO level = -0.3669 Ha
Total charge = 0
LUMO level = 0.4558 eV
SMILES = N#C[C@H]1NC[C@H]1Cl
HOMO-LUMO gap = 0.3837 Eh

Record 3
C4H12N2O | wB97M-V/def2-TZVPD

```
19
C4H12N2O, DFT wB97M-V/def2-TZVPD
H 0.66360 -1.25744 -3.01119
N 0.47076 -0.67283 -2.18035
C -0.28063 0.29909 -2.56851
N -1.26359 0.95747 -1.89347
H -0.09321 0.70561 -3.57117
H -1.82420 0.50417 -1.17801
H -1.31697 1.95642 -1.93071
C 1.08944 0.97084 1.34801
C 0.20866 0.00990 2.14113
C -0.20059 -1.23077 1.34595
O -0.96621 -1.01010 0.15793
H 1.30546 1.87701 1.88231
H 0.64256 1.27272 0.39135
H 2.06474 0.46375 1.19109
H 0.62793 -0.38610 3.06319
H -0.73292 0.43878 2.48681
H 0.68399 -1.75425 0.99431
H -0.73963 -1.96780 1.95688
H -0.33917 -1.17646 -0.62555
```

Calculated values
HOMO level = -0.3395 Ha
Total charge = 0
LUMO level = 0.9468 eV
SMILES = [H]/N=C/N.CCCO
HOMO-LUMO gap = 0.3743 Eh

Record 4
C35H84F8N7O16S4 | wB97M-V/def2-TZVPD

```
154
C35H84F8N7O16S4, DFT wB97M-V/def2-TZVPD
N -0.79207 -1.23871 -1.08297
S -0.23103 0.12623 -0.58346
O 0.71655 0.82024 -1.45809
O -0.03508 0.26061 0.81491
F -1.58563 0.94075 -0.81171
S 0.57426 -2.10852 -0.46508
O 0.33143 -2.66552 0.85966
O 1.94447 -1.67434 -0.79894
F 0.42037 -3.36698 -1.46323
C -1.85339 7.89818 3.11635
F -1.45231 9.11071 3.34188
F -1.10201 7.11367 3.94553
F -3.17934 7.76603 3.25939
S -1.45449 7.49864 1.21385
O -2.08426 8.59864 0.48477
O 0.01491 7.58719 1.14453
N -2.04649 5.93586 1.02520
S -2.40168 5.92136 -0.47816
O -3.62111 6.65478 -0.76862
O -1.34744 6.02138 -1.46739
C -2.91135 4.01144 -0.43683
F -2.92813 3.52208 0.83978
F -4.11024 3.96469 -1.02412
F -2.06516 3.25654 -1.14755
C 6.97999 -0.55884 -3.60679
C 5.99917 0.12109 -2.65703
C 5.44342 1.38104 -3.23595
C 4.42294 2.02539 -2.22486
N 3.74650 3.40770 -2.62004
C 2.63848 3.79741 -1.61852
C 1.43985 4.31818 -2.43146
C 1.45909 3.48175 -3.65072
C 2.95605 3.23797 -3.92452
C 4.67074 4.68838 -2.67850
H 6.63210 -1.29497 -4.33149
H 7.54063 -1.31174 -3.05277
H 7.70996 0.12408 -4.04138
H 6.43636 0.40020 -1.69835
H 5.22263 -0.61921 -2.46460
H 4.99100 1.00945 -4.15538
H 6.34752 1.93323 -3.49246
H 4.90428 2.28633 -1.28236
H 3.63787 1.34413 -1.89676
H 3.00276 4.42528 -0.80539
H 2.34296 2.86522 -1.13708
H 1.63173 5.38162 -2.57425
H 0.55529 4.22387 -1.80157
H 0.94681 3.85049 -4.53937
H 0.89855 2.61127 -3.30989
H 3.27255 3.91075 -4.72157
H 3.10181 2.19378 -4.20115
H 5.43118 4.51097 -3.43900
H 5.08257 4.76519 -1.67223
H 3.99325 5.53145 -2.81397
C -1.19496 3.43866 7.35043
O -1.26668 3.74414 5.99693
C -2.34035 2.95005 5.29755
C -2.75177 3.73694 3.99056
N -1.49143 4.24433 3.20927
H -1.70671 4.77163 2.37518
H -1.14854 5.07379 3.67244
C -0.29933 3.26908 2.95438
C 0.94367 4.07358 2.62390
O 1.14396 5.09992 3.56290
C 2.17106 6.03505 3.35438
H -2.16576 3.39441 7.84408
H -0.39965 4.01943 7.81764
H -0.89799 2.38996 7.36228
H -3.27867 2.85466 5.84395
H -1.84241 1.99230 5.14631
H -3.30804 4.61759 4.31169
H -3.34805 3.04836 3.39189
H -0.59398 2.90581 1.96984
H -0.30057 2.39151 3.60087
H 0.87029 4.63279 1.69116
H 1.82468 3.45446 2.45477
H 1.98436 6.97971 3.86513
H 2.32015 6.13748 2.27949
H 3.09370 5.78451 3.87789
C -4.27796 -0.02405 2.37069
O -2.94518 -0.41979 1.91076
C -2.41747 -1.62227 2.40351
C -2.86155 -2.85601 1.67495
N -2.76805 -2.69043 0.10863
H -3.60718 -2.14275 -0.01797
H -2.08974 -1.99023 -0.15540
C -2.81635 -3.79810 -0.94305
C -3.93198 -4.71061 -0.76231
O -3.81486 -5.39066 0.50453
C -4.58528 -6.53277 0.55283
H -5.00977 -0.82974 2.42927
H -4.71229 0.65438 1.63640
H -4.36805 0.40310 3.36946
H -2.50768 -1.64732 3.48948
H -1.36506 -1.37754 2.25981
H -3.91224 -3.00944 1.92117
H -2.19240 -3.67533 1.93776
H -1.85494 -4.28569 -0.78170
H -2.92554 -3.30178 -1.90734
H -3.97235 -5.38109 -1.62076
H -4.82093 -4.08658 -0.85430
H -4.30554 -7.28908 -0.18054
H -5.65095 -6.35026 0.41446
H -4.61252 -7.02385 1.52555
C 2.02937 -9.75368 3.14300
O 1.96005 -8.44973 2.53394
C 0.68264 -8.15965 2.00636
C 0.51143 -6.62809 1.97556
N 1.14285 -5.95894 3.26329
H 0.65511 -6.30084 4.07896
H 2.05123 -6.33346 3.49710
C 1.20101 -4.39922 3.43812
C 2.49071 -3.75761 2.80401
O 2.65157 -4.33867 1.45262
C 3.95065 -4.08325 0.96596
H 1.94381 -10.44917 2.30809
H 1.24198 -9.73126 3.89641
H 3.02352 -9.96399 3.53736
H -0.06105 -8.56599 2.69186
H 0.38648 -8.57658 1.04378
H -0.46197 -6.16855 1.80404
H 1.04574 -6.28609 1.08918
H 1.33337 -4.38004 4.51988
H 0.27147 -3.84765 3.29732
H 3.37601 -3.80032 3.43845
H 2.24656 -2.70564 2.65618
H 4.73291 -4.31849 1.68765
H 4.11578 -3.09630 0.53381
H 3.91194 -4.72648 0.08683
C -2.84717 1.75733 -4.35146
O -2.97726 0.67438 -5.33323
C -3.84626 -0.43407 -4.80456
C -3.27394 -1.16164 -3.55755
N -1.76316 -1.42108 -3.76910
H -1.36455 -0.73282 -4.39161
H -1.30171 -1.31670 -2.87677
C -1.39764 -2.81505 -4.38331
C 0.14548 -2.96957 -4.67916
O 0.51598 -1.71103 -5.21439
C 1.96951 -1.54827 -5.26642
H -2.02365 2.46784 -4.42283
H -2.84081 1.57183 -3.27738
H -3.81902 2.24989 -4.38301
H -3.94588 -1.10849 -5.65505
H -4.86619 -0.08963 -4.63367
H -3.75429 -2.08193 -3.22522
H -3.22759 -0.52220 -2.67604
H -2.02193 -3.05730 -5.24335
H -1.72064 -3.46629 -3.57112
H 0.09306 -3.61821 -5.55358
H 0.75756 -3.20450 -3.80838
H 2.37461 -1.68929 -4.26436
H 2.26778 -0.52610 -5.49943
H 2.50450 -2.12648 -6.01979
```

Calculated values
Expectation value of S² = 0.76
HOMO level (spin up / spin down) = -0.6345 / -0.6345 Ha
Multiplicity = 2
Total charge = +4
LUMO level (spin up / spin down) = -8.0770 / -13.3129 eV
HOMO-LUMO gap (spin up / spin down) = 0.3376 / 0.1452 Eh

no.,total energy (hartree)
1,-249.6431
2,-725.0630
3,-344.3225
4,-5360.9539